Record 1
{"formula": "CH3N2O", "method": "the ωB97M-V functional and the def2-TZVPD basis", "species": ["C", "N", "N", "O", "H", "H", "H"], "positions_angstrom": [[0.597, -0.244, -0.118], [1.825, -0.306, 0.158], [-1.344, 0.550, 0.220], [-2.296, -0.306, 0.282], [0.153, -1.261, -0.411], [-1.312, 1.048, -0.704], [2.377, 0.520, 0.573]], "charge": -1, "multiplicity": 1, "homo_ev": [-1.59, -1.59], "gap_ev": [6.697, 6.697]}

---

Record 2
{"formula": "C25H21Cl3O2PPd", "method": "the ωB97M-V functional and the def2-TZVPD basis", "species": ["C", "C", "C", "H", "C", "C", "H", "H", "H", "H", "Pd", "Cl", "P", "C", "C", "H", "C", "H", "C", "H", "C", "H", "C", "H", "C", "C", "H", "C", "H", "C", "H", "C", "H", "C", "H", "C", "C", "H", "C", "H", "C", "H", "C", "H", "C", "H", "Cl", "C", "Cl", "C", "O", "O", "H"], "positions_angstrom": [[-0.816, -1.991, 3.777], [-0.680, -2.299, 2.366], [0.715, -2.375, 2.042], [-1.482, -2.366, 1.609], [1.470, -2.133, 3.246], [0.530, -1.903, 4.349], [0.771, -1.443, 5.301], [-1.737, -1.620, 4.219], [1.123, -2.564, 1.024], [2.539, -1.878, 3.200], [0.274, -0.542, 2.896], [2.563, 1.177, 2.110], [0.295, 0.052, -1.018], [1.539, -1.122, -1.459], [1.266, -1.958, -2.571], [0.270, -1.960, -3.005], [2.281, -2.742, -3.101], [2.098, -3.346, -3.992], [3.551, -2.731, -2.505], [4.361, -3.316, -2.944], [3.802, -1.980, -1.347], [4.791, -1.991, -0.882], [2.791, -1.201, -0.800], [2.914, -0.608, 0.115], [-1.389, -0.493, -1.263], [-1.814, -1.839, -1.087], [-1.129, -2.568, -0.661], [-3.094, -2.216, -1.487], [-3.385, -3.269, -1.431], [-3.986, -1.257, -1.979], [-4.968, -1.569, -2.333], [-3.625, 0.098, -2.018], [-4.341, 0.843, -2.370], [-2.348, 0.485, -1.636], [-2.061, 1.534, -1.625], [0.658, 1.743, -1.295], [1.236, 1.982, -2.555], [1.516, 1.145, -3.187], [1.398, 3.294, -2.971], [1.779, 3.497, -3.969], [1.055, 4.352, -2.125], [1.159, 5.383, -2.463], [0.582, 4.109, -0.826], [0.351, 4.925, -0.152], [0.390, 2.808, -0.398], [0.071, 2.544, 0.614], [-1.154, 4.284, 3.106], [-2.215, 2.965, 3.681], [-3.788, 2.889, 2.879], [-1.440, 1.665, 3.432], [-0.895, 1.231, 4.490], [-1.409, 1.212, 2.236], [-2.384, 3.066, 4.761]], "charge": 1, "multiplicity": 5, "homo_ev": [-10.39, -11.88], "gap_ev": [7.372, 4.448], "s_squared": 6.024}